Entry from the Open Molecules 2025 dataset: a 4-piece molecular cluster, C7H23NO4 overall in a non-equilibrium geometry (ωB97M-V/def2-TZVPD).

Gap between HOMO and LUMO (alpha / beta) in eV: 8.40 / 2.10
Energy above the lowest of the compared OMol25 structures with the same formula, charge and spin in eV: 0.0895
Calculated total energy in Eh: -635.75430
M in g/mol: 185.26

```
! wB97M-V def2-TZVPD RIJCOSX def2/J DEFGRID3
* xyz 1 2
C 5.67 16.14 -53.98
C 7.10 15.70 -54.13
C 7.46 14.66 -52.95
O 8.81 14.49 -53.04
C 9.40 13.55 -52.06
N 7.10 15.11 -55.48
H 4.92 15.40 -54.27
H 5.44 16.94 -54.68
H 5.47 16.57 -52.99
H 7.74 16.58 -54.07
H 7.00 13.69 -53.15
H 7.15 15.01 -51.96
H 9.05 13.70 -51.04
H 10.44 13.82 -51.90
H 9.41 12.48 -52.27
H 7.92 14.53 -55.49
H 6.37 14.41 -55.54
C 3.07 17.03 -45.25
O 3.44 17.65 -46.45
H 3.44 16.00 -45.18
H 3.25 17.48 -44.28
H 2.00 16.85 -45.41
H 2.86 18.40 -46.59
C 4.41 15.68 -49.39
O 5.16 16.59 -48.58
H 3.68 15.05 -48.88
H 3.88 16.25 -50.16
H 5.03 15.08 -50.06
H 4.51 17.07 -48.07
C 6.78 19.18 -47.11
O 6.74 18.80 -48.43
H 7.17 20.19 -46.94
H 5.74 19.23 -46.79
H 7.39 18.45 -46.57
H 6.15 18.04 -48.46
*
```

natural (NBO) population analysis, charges in e, atoms 1 to 6: number 1, C, carries -0.648; number 2, C, carries -0.107; number 3, C, carries 0.003; number 4, O, carries -0.527; number 5, C, carries -0.292; number 6, N, carries -0.295